No. 1
Computed, not measured: a molecular structure, C4H4F2N3O2S in a non-equilibrium geometry, with ωB97M-V/def2-TZVPD.

The value obtained for the gap between HOMO and LUMO is 8.1125 eV. Its net charge is -1. The energy relative to the best compared isomer or geometry (same formula, charge and spin) is 105.6 kJ/mol. For the highest occupied orbital energy, the calculation gives -4.2 eV. For the max |F|, the calculation gives 5.116 eV Å⁻¹.

```
16
Properties=species:S:1:pos:R:3:forces:R:3:mulliken_charge:R:1
C 0.061 -0.502 0.067 0.0 -2.5 0.3 0.80
C 1.298 -1.230 -0.098 2.5 2.2 -1.2 0.00
C -0.224 0.860 -0.353 -1.0 1.0 -0.4 -0.83
C 3.039 -0.630 -0.733 -4.4 -1.7 1.8 0.65
N -0.758 -1.276 0.802 0.7 1.3 -0.9 -0.77
N 1.185 -2.340 0.526 1.2 -1.6 0.3 -0.56
N -0.058 -2.406 0.986 -0.5 -0.7 2.1 0.00
O 3.603 1.903 0.199 0.0 0.6 -0.6 -0.61
O 2.525 0.286 1.674 0.3 0.0 0.1 -0.57
F 2.746 -0.294 -2.001 0.8 0.5 -0.2 -0.25
F 3.828 -1.725 -0.743 -0.1 0.2 -0.3 -0.28
S 3.657 0.550 0.759 -0.2 -0.3 0.2 0.47
H -0.987 1.190 0.434 1.2 0.4 -1.3 0.29
H 0.787 1.329 -0.322 -1.0 0.5 0.2 0.17
H -0.648 0.997 -1.425 0.6 -0.4 1.8 0.21
H -0.146 -2.868 1.936 -0.1 0.7 -1.9 0.28
```
Positions in Å, forces in eV/Å.

No. 2
Computed, not measured: C4H4FNO in the gas phase in a non-equilibrium geometry, with ωB97M-V/def2-TZVPD.

The value obtained for the gap between HOMO and LUMO (spin up / spin down) is 8.5296 / 8.5250 eV. Its structure (SMILES) is O=C1CCC(F)=N1. The energy relative to the best compared isomer or geometry (same formula, charge and spin) is 364.1 kJ/mol. For the highest occupied orbital energy (spin up / spin down), the calculation gives -9.6 / -9.6 eV. For the max |F|, the calculation gives 10.541 eV Å⁻¹.

```
11
Properties=species:S:1:pos:R:3:forces:R:3:mulliken_charge:R:1
O 0.002 -2.200 1.462 -0.3 0.8 0.1 -0.58
C 0.094 -1.271 0.681 0.8 -0.7 -0.9 0.48
C -0.651 0.025 0.696 -2.7 -0.3 0.6 -0.36
C -0.013 0.986 -0.325 -0.6 1.4 0.2 -0.29
C 0.837 0.168 -1.187 -0.4 -8.2 6.7 0.33
F 1.554 0.519 -2.138 0.6 0.5 -1.3 -0.16
N 0.934 -1.400 -0.414 0.5 5.8 -4.3 -0.46
H -1.704 -0.260 0.216 1.9 0.6 1.5 0.17
H -0.802 0.342 1.808 0.2 -0.1 -2.3 0.30
H 0.604 1.794 0.224 -1.2 -0.7 -1.3 0.31
H -0.856 1.297 -1.023 1.1 0.8 1.0 0.26
```
Positions in Å, forces in eV/Å.

No. 3
Computed, not measured: C4H4FNOS in the gas phase in a non-equilibrium geometry, with ωB97M-V/def2-TZVPD.

The value obtained for the gap between HOMO and LUMO is 9.2450 eV. Its structure (SMILES) is F/C=C\[C@@H]1ON=CS1. The energy relative to the best compared isomer or geometry (same formula, charge and spin) is 347.7 kJ/mol. For the highest occupied orbital energy, the calculation gives -8.6 eV. For the max |F|, the calculation gives 4.573 eV Å⁻¹.

```
12
Properties=species:S:1:pos:R:3:forces:R:3:mulliken_charge:R:1
F -1.757 -0.826 -0.284 -1.3 1.0 1.2 -0.23
C -1.847 -0.017 0.858 -0.9 -3.3 -0.1 -0.01
C -0.729 0.575 1.143 2.5 3.6 1.2 -0.48
C 0.543 0.596 0.276 -0.6 -0.5 1.2 0.15
O 0.268 0.932 -1.144 -0.4 1.8 3.3 -0.14
N 0.953 0.194 -1.963 1.7 -1.4 -3.1 -0.28
C 1.502 -0.848 -1.498 -1.8 1.4 1.5 -0.15
S 1.081 -1.120 0.174 1.0 -0.6 0.6 -0.13
H -2.665 -0.339 1.601 1.0 1.0 -1.7 0.31
H -0.542 1.275 2.026 -1.1 -1.4 -1.0 0.24
H 1.340 1.198 0.900 -1.3 -0.5 -2.1 0.30
H 1.854 -1.621 -2.089 1.0 -1.0 -1.2 0.43
```
Positions in Å, forces in eV/Å.

Look up the energy relative to the best compared isomer or geometry (same formula, charge and spin) of the second one.
364.1 kJ/mol

Which formula does entry 2 have?
C4H4FNO